1.
Formula: C24H32N6O5
Source: the Open Molecules 2025 dataset
Level of theory: ωB97M-V with the def2-TZVPD basis set

Computed properties:
**E_LUMO**: 0.025 Ha
**HOMO level**: -8.41 eV
**SMILES string**: CCOCCCN(C(=O)Cn1nnc(-c2ccc(C)o2)n1)[C@H](C(=O)NC1CCCC1)c1ccco1
**Total charge**: 0

```
67
C24H32N6O5, DFT ωB97M-V with the def2-TZVPD basis set
C 1.0253 3.1523 -2.5649
C 0.4101 4.1137 -1.5509
O -0.5274 3.4954 -0.6923
C -1.8176 3.3009 -1.2387
C -2.5992 2.4020 -0.2855
C -1.9667 0.9986 -0.2268
N -2.0419 0.4012 1.0908
C -1.2375 0.7176 2.1265
O -1.3813 0.2659 3.2445
C -0.0500 1.6457 1.8234
N 0.9948 0.8563 1.2421
N 0.7705 -0.1775 0.4707
N 1.9144 -0.6573 0.1217
C 2.8474 0.1203 0.7111
C 4.2499 -0.1076 0.5622
C 4.9001 -1.1013 -0.1266
C 6.2758 -0.8621 0.0614
C 6.3722 0.2545 0.8470
C 7.5534 0.9822 1.3774
O 5.1461 0.7146 1.1519
N 2.2707 1.0874 1.4259
C -3.0886 -0.5884 1.3140
C -2.8374 -1.9100 0.5413
O -3.7494 -2.6781 0.3214
N -1.5635 -2.1162 0.1845
C -1.1179 -3.3173 -0.4869
C -0.3560 -2.9748 -1.7812
C 0.8544 -3.9044 -1.7886
C 1.2305 -3.9717 -0.3124
C -0.1236 -4.1196 0.3803
C -4.4487 -0.0591 0.9956
C -5.4550 0.3573 1.8167
C -6.5246 0.7370 0.9707
C -6.0876 0.5214 -0.2984
O -4.8334 0.0445 -0.2948
H 0.2783 2.7816 -3.2627
H 1.4730 2.3039 -2.0522
H 1.7983 3.6665 -3.1285
H 1.1898 4.4941 -0.8851
H -0.0575 4.9638 -2.0655
H -2.3216 4.2720 -1.3527
H -1.7557 2.8269 -2.2266
H -3.6351 2.3464 -0.6170
H -2.5885 2.8527 0.7083
H -0.9242 1.0597 -0.5425
H -2.4821 0.3297 -0.9170
H 0.3273 2.0462 2.7670
H -0.3070 2.4670 1.1485
H 4.4372 -1.8891 -0.6837
H 7.0881 -1.4389 -0.3308
H 7.5389 2.0198 1.0466
H 8.4651 0.5071 1.0290
H 7.5412 0.9797 2.4667
H -3.0622 -0.8332 2.3833
H -0.8373 -1.4457 0.4103
H -2.0201 -3.8995 -0.6894
H -0.0113 -1.9416 -1.7217
H -0.9796 -3.0839 -2.6666
H 0.5704 -4.8944 -2.1496
H 1.6618 -3.5245 -2.4124
H 1.9057 -4.7949 -0.0833
H 1.7036 -3.0339 -0.0195
H -0.1108 -3.7479 1.4040
H -0.4204 -5.1681 0.4060
H -5.4352 0.3836 2.8866
H -7.4818 1.1113 1.2698
H -6.5562 0.6602 -1.2526
```


2.
Formula: C21H24ClN3O5S
Source: the Open Molecules 2025 dataset
Level of theory: ωB97M-V with the def2-TZVPD basis set

Computed properties:
**E_LUMO**: 0.009 Ha
**HOMO level**: -8.39 eV
**SMILES string**: CCOc1ccc(NS(=O)(=O)c2cc(C(=O)N3CCN(C(C)=O)CC3)ccc2Cl)cc1
**Total charge**: 0

```
55
C21H24ClN3O5S, DFT ωB97M-V with the def2-TZVPD basis set
C 3.3371 3.8663 -1.6690
C 2.0488 3.0678 -1.7864
O 1.3903 3.1341 -0.5249
C 0.1161 2.6831 -0.4266
C -0.5090 1.8461 -1.3487
C -1.8287 1.4696 -1.1658
C -2.5465 1.9213 -0.0667
N -3.9036 1.5754 0.0733
S -4.3102 -0.0368 0.2121
O -3.8573 -0.7380 -0.9471
O -5.6938 -0.0883 0.5581
C -3.2779 -0.5700 1.5923
C -2.2376 -1.4323 1.3189
C -1.3446 -1.7901 2.3210
C -0.2295 -2.7504 2.0255
O -0.1895 -3.8629 2.5127
N 0.7113 -2.2869 1.1733
C 0.7326 -0.9365 0.6365
C 2.0636 -0.6943 -0.0658
N 2.2417 -1.6657 -1.1250
C 2.4468 -1.2415 -2.3970
C 2.5357 -2.3190 -3.4484
O 2.5658 -0.0593 -2.6621
C 1.9687 -3.0464 -0.7714
C 1.7699 -3.1730 0.7349
C -1.5400 -1.3060 3.6096
C -2.5842 -0.4417 3.8881
C -3.4454 -0.0582 2.8682
Cl -4.7220 1.0461 3.1796
C -1.9118 2.7229 0.8781
C -0.5985 3.1000 0.6990
H 3.8764 3.8263 -2.6105
H 3.1190 4.9025 -1.4234
H 3.9617 3.4480 -0.8846
H 1.3999 3.5004 -2.5587
H 2.2753 2.0313 -2.0581
H 0.0260 1.4916 -2.2156
H -2.3194 0.8265 -1.8778
H -4.4012 2.1266 0.7581
H -2.1618 -1.8190 0.3149
H 0.5958 -0.2067 1.4405
H -0.0765 -0.7922 -0.0890
H 2.0685 0.2964 -0.5213
H 2.8937 -0.7505 0.6458
H 1.6042 -2.8778 -3.5045
H 2.7268 -1.8470 -4.4080
H 3.3443 -3.0105 -3.2230
H 1.0609 -3.3938 -1.2811
H 2.8006 -3.6891 -1.0776
H 2.7027 -2.9487 1.2641
H 1.4685 -4.1901 0.9955
H -0.8673 -1.6093 4.3972
H -2.7327 -0.0581 4.8848
H -2.4604 3.0710 1.7417
H -0.1031 3.7368 1.4147
```


3.
Formula: C4H9N2
Source: the Open Molecules 2025 dataset
Level of theory: ωB97M-V with the def2-TZVPD basis set

Computed properties:
**E_LUMO**: -0.148 Ha
**HOMO level**: -14.99 eV
**SMILES string**: C[C@H]1CC(=[NH2+])N1
**Total charge**: +1

```
15
C4H9N2, DFT ωB97M-V with the def2-TZVPD basis set
C 1.4444 -1.3798 -0.0085
C 0.9171 -0.0808 0.6345
C 0.3610 0.9310 -0.4549
C -1.0029 0.5823 -0.0101
N -2.1548 0.7740 -0.6065
N -0.4720 -0.2818 1.0761
H 0.6158 -1.7279 -0.4961
H 1.8520 -2.1393 0.7614
H 2.1111 -1.2175 -0.7703
H 1.4928 0.4548 1.3947
H 0.6548 0.7459 -1.4805
H 0.6747 1.9414 -0.4291
H -2.4019 1.5263 -1.2222
H -3.1017 0.5838 -0.2560
H -0.9904 -0.7124 1.8675
```


4.
Formula: C36H36N5O7S2SbTi
Source: the Open Molecules 2025 dataset
Level of theory: ωB97M-V with the def2-TZVPD basis set

Computed properties:
**E_LUMO**: -0.232 Ha
**HOMO level**: -14.23 eV
**Total charge**: +2

```
88
C36H36N5O7S2SbTi, DFT ωB97M-V with the def2-TZVPD basis set
Ti 0.5202 -0.6929 -0.3360
O -0.4073 0.3801 3.3834
C 0.2974 0.2732 2.4103
O -0.2152 0.2317 1.1756
C 1.7860 0.1291 2.5321
C 2.3402 0.1539 3.8061
C 3.6957 -0.0186 3.9656
C 4.5406 -0.2287 2.8896
C 3.9848 -0.2727 1.6321
C 2.6164 -0.0650 1.4176
O 2.1392 -0.0210 0.1663
N 4.8789 -0.5485 0.4962
O 5.9899 -0.0875 0.5427
O 4.4439 -1.2468 -0.4075
N 4.2691 0.0030 5.3274
O 3.4905 0.1404 6.2458
O 5.4711 -0.0981 5.4162
H 1.7061 0.3103 4.6675
H 5.6037 -0.3607 3.0376
C 2.2657 -5.4790 -4.4256
C 2.0545 -3.9862 -4.6314
N 2.2872 -3.1995 -3.4079
C 3.6937 -3.0882 -2.9784
C 4.0180 -3.9697 -1.7780
C 1.3103 -2.6386 -2.7233
C -0.1112 -2.8905 -3.1209
N 1.5459 -1.8425 -1.6779
H 2.0427 -6.0050 -5.3528
H 1.6079 -5.8653 -3.6457
H 3.2959 -5.7070 -4.1561
H 1.0508 -3.7929 -4.9952
H 2.7419 -3.6036 -5.3861
H 3.9369 -2.0440 -2.7772
H 4.3001 -3.3814 -3.8330
H 3.3943 -3.7271 -0.9170
H 5.0565 -3.8109 -1.4929
H 3.8779 -5.0222 -2.0164
H -0.2872 -3.9552 -3.2672
H -0.3507 -2.3736 -4.0513
H -0.7856 -2.5366 -2.3474
H 2.5328 -1.7297 -1.4529
S -0.8533 0.3399 -1.9430
Sb -1.8122 2.1714 -0.8160
C -2.8697 3.1618 -2.3238
C -3.8580 4.0643 -1.9386
C -4.5499 4.7605 -2.9186
C -4.2546 4.5495 -4.2585
C -3.2683 3.6466 -4.6310
C -2.5644 2.9454 -3.6628
C -0.3062 3.3173 0.0789
C -0.6812 4.2984 0.9921
C 0.3043 5.0757 1.5851
C 1.6387 4.8679 1.2648
C 2.0001 3.8923 0.3448
C 1.0254 3.1117 -0.2596
C -3.2204 1.7120 0.6667
C -2.8842 1.8656 2.0071
C -3.8793 1.7407 2.9683
C -5.1848 1.4587 2.5875
C -5.5068 1.2824 1.2467
C -4.5255 1.4199 0.2743
H -4.0960 4.2244 -0.8930
H -5.3190 5.4656 -2.6336
H -4.7985 5.0945 -5.0183
H -3.0435 3.4880 -5.6770
H -1.7925 2.2440 -3.9526
H -1.7228 4.4595 1.2459
H 0.0268 5.8432 2.2951
H 2.4017 5.4785 1.7289
H 3.0413 3.7483 0.0869
H 1.3067 2.3631 -0.9896
H -1.8690 2.0768 2.3117
H -3.6286 1.8759 4.0125
H -5.9616 1.3841 3.3379
H -6.5259 1.0658 0.9537
H -4.7868 1.3261 -0.7737
S -0.1055 -2.7809 0.5679
C -1.2400 -2.4326 1.8622
N -0.8955 -2.7910 3.1145
C -1.6862 -2.6183 4.1910
C -2.9261 -2.0633 4.0367
C -3.3326 -1.6874 2.7570
C -2.4908 -1.8662 1.6753
H 0.0206 -3.2059 3.2433
H -1.2873 -2.9400 5.1416
H -3.5653 -1.9302 4.8965
H -4.3112 -1.2553 2.6034
H -2.7913 -1.5811 0.6779
```


5.
Formula: C2H6NOS
Source: the Open Molecules 2025 dataset
Level of theory: ωB97M-V with the def2-TZVPD basis set

Computed properties:
**E_LUMO**: 0.149 Ha
**HOMO level**: -2.72 eV
**Total charge**: -1

```
11
C2H6NOS, DFT ωB97M-V with the def2-TZVPD basis set
C -1.0673 -1.5371 1.9713
S 0.0685 -1.9254 0.5384
H -0.7171 -0.7651 2.6713
H -1.1571 -2.4470 2.5570
H -1.9784 -1.1512 1.5263
C 0.6815 1.6465 -1.2957
N -0.3154 1.3810 -0.4159
O 0.9004 2.7200 -1.8173
H 1.2533 0.7249 -1.5163
H -0.3234 0.4084 -0.0878
H -0.5484 2.2340 0.0694
```


6.
Formula: C13H14N4S
Source: the Open Molecules 2025 dataset
Level of theory: ωB97M-V with the def2-TZVPD basis set

Computed properties:
**E_LUMO**: 0.016 Ha
**HOMO level**: -8.28 eV
**SMILES string**: S=C(NCc1cccnc1)NCc1cccnc1
**Total charge**: 0

```
32
C13H14N4S, DFT ωB97M-V with the def2-TZVPD basis set
S 0.6940 2.7357 -0.7871
C 0.2309 1.4016 0.0749
N 0.9950 0.8325 1.0333
C 2.3795 1.2050 1.2501
C 3.3041 0.3194 0.4575
C 3.6612 0.6369 -0.8487
C 4.4662 -0.2405 -1.5555
C 4.8785 -1.4076 -0.9294
N 4.5424 -1.7220 0.3100
C 3.7777 -0.8793 0.9802
N -0.9859 0.8653 -0.1640
C -1.6214 -0.2039 0.5824
C -3.0660 -0.3067 0.1852
C -3.5700 -1.4160 -0.4817
C -4.9095 -1.4389 -0.8342
C -5.6944 -0.3432 -0.5079
N -5.2245 0.7194 0.1226
C -3.9496 0.7358 0.4581
H 0.7343 -0.0849 1.3633
H 2.4837 2.2452 0.9331
H 2.5901 1.1225 2.3201
H 3.3074 1.5537 -1.2967
H 4.7654 -0.0239 -2.5692
H 5.5059 -2.1275 -1.4384
H 3.5341 -1.1775 1.9936
H -1.5488 1.3676 -0.8337
H -1.5548 0.0077 1.6592
H -1.1132 -1.1577 0.3807
H -2.9235 -2.2493 -0.7195
H -5.3320 -2.2860 -1.3514
H -6.7455 -0.3095 -0.7603
H -3.6113 1.6260 0.9734
```